Run a
Here is 2 unconnected molecules or ions with the total composition C5H14 from the Open Molecules 2025 dataset. Energies are from ωB97M-V/def2-TZVPD.

Structure (ORCA input):
```
! RIJCOSX wB97M-V def2-TZVPD def2/J DEFGRID3
* xyz 0 1
C -0.06 -1.28 -1.05
C 0.99 -1.26 0.13
C -1.08 1.71 1.23
C 2.38 -1.54 -0.39
C -1.98 2.03 0.04
H -2.75 1.30 -0.15
H 2.78 -0.69 -0.93
H -1.37 2.07 2.22
H 2.41 -2.41 -1.04
H 0.86 -0.33 0.67
H -0.90 -1.96 -0.89
H 3.00 -1.76 0.49
H 0.62 -2.00 0.84
H -0.39 -0.24 -1.14
H -1.07 0.66 1.54
H -2.41 3.01 0.26
H -1.37 2.19 -0.85
H 0.42 -1.59 -1.98
H -0.08 2.09 1.01
*
```

## Properties
LUMO level, eV: 1.149
Orbital gap, eV: 12.2

Formally, the Mulliken partial charges of the atoms, in units of the elementary charge, are as follows:
1 C -0.821
2 C 0.010
3 C -0.805
4 C -1.290
5 C -0.904
6 H 0.272
7 H 0.326
8 H 0.415
9 H 0.347
10 H 0.092
11 H 0.277
12 H 0.346
13 H 0.252
14 H 0.067
15 H 0.200
16 H 0.317
17 H 0.287
18 H 0.363
19 H 0.250


Run b
Here is 2 unconnected molecules or ions with the total composition C5H14 from the Open Molecules 2025 dataset. Energies are from ωB97M-V/def2-TZVPD.

Structure (ORCA input):
```
! RIJCOSX wB97M-V def2-TZVPD def2/J DEFGRID3
* xyz 0 1
C 0.72 -0.86 1.68
C 1.52 -1.78 2.67
C -0.76 1.41 -1.65
C 0.57 0.69 -1.54
C -2.12 0.67 -1.31
H 0.86 0.73 -0.50
H -2.08 0.52 -0.15
H 2.63 -1.54 2.72
H -2.26 -0.24 -1.86
H 0.98 -0.99 0.62
H 1.76 -2.70 2.06
H 0.76 0.19 1.79
H -0.72 2.24 -0.98
H -0.84 1.99 -2.68
H 1.04 -1.74 3.63
H -2.98 1.35 -1.54
H -0.34 -1.17 1.83
H 0.29 -0.34 -1.89
H 1.34 0.92 -2.23
*
```

## Properties
LUMO level, eV: 1.118
Orbital gap, eV: 12.1

Formally, the Mulliken partial charges of the atoms, in units of the elementary charge, are as follows:
1 C -0.637
2 C -0.994
3 C -0.372
4 C -0.756
5 C -0.941
6 H 0.014
7 H 0.193
8 H 0.276
9 H 0.329
10 H 0.166
11 H 0.271
12 H 0.373
13 H 0.314
14 H 0.267
15 H 0.319
16 H 0.301
17 H 0.233
18 H 0.243
19 H 0.401


What should be chosen as the most stable of them? Choose run a.


Run a
Here is 2 unconnected molecules or ions with the total composition C5H14 from the Open Molecules 2025 dataset. Energies are from ωB97M-V/def2-TZVPD.

Structure (ORCA input):
```
! RIJCOSX wB97M-V def2-TZVPD def2/J DEFGRID3
* xyz 0 1
C -0.81 0.80 1.51
C -0.02 -0.51 1.49
C -0.39 -1.39 2.67
C 0.34 0.68 -3.45
C 0.82 0.34 -2.04
H 1.11 0.50 -4.21
H 1.31 -0.64 -2.02
H -0.28 -1.05 0.57
H -1.45 -1.67 2.67
H 1.04 -0.27 1.50
H -0.77 1.33 0.55
H -1.84 0.70 1.76
H -0.28 -0.88 3.64
H 0.24 -2.27 2.72
H -0.51 0.05 -3.73
H 0.00 0.33 -1.34
H 0.04 1.72 -3.56
H 1.62 1.05 -1.79
H -0.36 1.51 2.20
*
```

## Properties
LUMO level, eV: 1.139
Orbital gap, eV: 12.6

Formally, the Mulliken partial charges of the atoms, in units of the elementary charge, are as follows:
1 C -1.138
2 C 0.045
3 C -1.323
4 C -1.016
5 C -0.529
6 H 0.301
7 H 0.324
8 H 0.241
9 H 0.342
10 H 0.242
11 H 0.304
12 H 0.326
13 H 0.336
14 H 0.334
15 H 0.304
16 H 0.002
17 H 0.289
18 H 0.297
19 H 0.319


Run b
Here is 2 unconnected molecules or ions with the total composition C5H14 from the Open Molecules 2025 dataset. Energies are from ωB97M-V/def2-TZVPD.

Structure (ORCA input):
```
! RIJCOSX wB97M-V def2-TZVPD def2/J DEFGRID3
* xyz 0 1
C -2.47 -1.52 -2.31
C 0.58 0.27 1.60
C 1.60 2.48 0.93
C 1.72 1.24 1.82
C -1.23 -2.34 -1.83
H -0.44 -2.29 -2.57
H 1.13 2.14 -0.01
H 0.83 3.15 1.30
H -3.42 -1.96 -2.03
H -0.34 0.83 1.40
H 2.57 2.89 0.68
H 2.68 0.75 1.63
H -2.41 -0.50 -1.92
H -1.60 -3.32 -1.56
H -0.93 -1.83 -0.92
H 0.62 -0.17 0.60
H -2.58 -1.44 -3.40
H 0.43 -0.45 2.40
H 1.87 1.57 2.85
*
```

## Properties
LUMO level, eV: 1.045
Orbital gap, eV: 12.1

Formally, the Mulliken partial charges of the atoms, in units of the elementary charge, are as follows:
1 C -0.831
2 C -1.146
3 C -1.117
4 C -0.174
5 C -0.476
6 H 0.271
7 H 0.280
8 H 0.312
9 H 0.276
10 H 0.324
11 H 0.332
12 H 0.271
13 H 0.242
14 H 0.258
15 H -0.008
16 H 0.254
17 H 0.270
18 H 0.376
19 H 0.286


What should be chosen as the most stable of them? Choose run a.


Run a
Here is 2 unconnected molecules or ions with the total composition C5H14 from the Open Molecules 2025 dataset. Energies are from ωB97M-V/def2-TZVPD.

Structure (ORCA input):
```
! RIJCOSX wB97M-V def2-TZVPD def2/J DEFGRID3
* xyz 0 1
C -0.08 0.63 -1.78
C -1.29 -0.29 -1.90
C -0.41 0.37 2.14
C 1.25 -0.10 -1.68
C 0.50 -0.51 3.02
H -1.24 -0.94 -2.77
H 2.00 0.52 -1.20
H -0.23 0.13 1.09
H 1.17 -0.93 -0.96
H -0.29 1.26 -0.92
H -2.21 0.28 -1.94
H 0.15 -0.42 4.05
H -0.10 1.31 -2.64
H -0.08 1.40 2.28
H 1.52 -0.49 -2.66
H 1.54 -0.21 2.91
H 0.51 -1.56 2.72
H -1.40 -0.91 -1.00
H -1.47 0.27 2.36
*
```

## Properties
LUMO level, eV: 1.131
Orbital gap, eV: 12.6

Formally, the Mulliken partial charges of the atoms, in units of the elementary charge, are as follows:
1 C -0.246
2 C -1.135
3 C -0.389
4 C -1.091
5 C -0.952
6 H 0.350
7 H 0.300
8 H -0.184
9 H 0.255
10 H 0.255
11 H 0.333
12 H 0.304
13 H 0.357
14 H 0.286
15 H 0.374
16 H 0.277
17 H 0.299
18 H 0.273
19 H 0.334


Run b
Here is 2 unconnected molecules or ions with the total composition C5H14 from the Open Molecules 2025 dataset. Energies are from ωB97M-V/def2-TZVPD.

Structure (ORCA input):
```
! RIJCOSX wB97M-V def2-TZVPD def2/J DEFGRID3
* xyz 0 1
C 2.24 1.80 0.00
C -0.99 -0.95 -0.08
C -1.26 -1.74 -1.38
C 1.93 0.84 1.16
C -2.25 -0.20 0.37
H 1.41 2.48 -0.21
H -2.00 -1.22 -1.99
H 1.50 -0.06 0.75
H -0.63 -1.63 0.70
H -2.04 0.34 1.29
H 3.11 2.41 0.24
H 2.50 1.28 -0.93
H -1.57 -2.77 -1.22
H -0.37 -1.78 -2.02
H -3.05 -0.93 0.51
H 1.27 1.31 1.89
H -0.17 -0.28 -0.31
H 2.86 0.58 1.66
H -2.48 0.51 -0.42
*
```

## Properties
LUMO level, eV: 1.090
Orbital gap, eV: 12.5

Formally, the Mulliken partial charges of the atoms, in units of the elementary charge, are as follows:
1 C -0.907
2 C 0.339
3 C -1.229
4 C -0.621
5 C -1.242
6 H 0.269
7 H 0.311
8 H 0.111
9 H 0.365
10 H 0.336
11 H 0.340
12 H 0.269
13 H 0.298
14 H 0.358
15 H 0.331
16 H 0.243
17 H -0.228
18 H 0.324
19 H 0.333


Run c
Here is 2 unconnected molecules or ions with the total composition C5H14 from the Open Molecules 2025 dataset. Energies are from ωB97M-V/def2-TZVPD.

Structure (ORCA input):
```
! RIJCOSX wB97M-V def2-TZVPD def2/J DEFGRID3
* xyz 0 1
C -1.40 0.72 1.58
C 0.50 1.09 -2.27
C -0.63 -1.70 1.84
C -0.21 -0.24 1.62
C 1.68 0.09 -2.34
H 1.36 -0.96 -2.34
H 2.45 0.19 -1.57
H -1.11 1.75 1.73
H 0.12 -2.31 2.35
H 0.50 1.58 -3.24
H 2.19 0.15 -3.30
H -1.38 -1.68 2.64
H 0.43 0.23 2.39
H -0.36 0.46 -2.06
H -1.09 -2.03 0.92
H 0.62 1.88 -1.54
H -1.93 0.63 0.62
H 0.44 -0.18 0.75
H -2.20 0.34 2.22
*
```

## Properties
LUMO level, eV: 1.105
Orbital gap, eV: 12.2

Formally, the Mulliken partial charges of the atoms, in units of the elementary charge, are as follows:
1 C -1.118
2 C -0.713
3 C -1.122
4 C 0.022
5 C -0.904
6 H 0.273
7 H 0.263
8 H 0.333
9 H 0.332
10 H 0.333
11 H 0.336
12 H 0.301
13 H 0.292
14 H 0.168
15 H 0.295
16 H 0.242
17 H 0.265
18 H 0.052
19 H 0.349


What should be chosen as the most stable of them? Choose run a.


Run a
Here is 2 unconnected molecules or ions with the total composition C5H14 from the Open Molecules 2025 dataset. Energies are from ωB97M-V/def2-TZVPD.

Structure (ORCA input):
```
! RIJCOSX wB97M-V def2-TZVPD def2/J DEFGRID3
* xyz 0 1
C -0.01 1.76 2.07
C 0.87 -1.82 0.04
C -0.84 2.28 0.90
C 0.21 -1.25 -2.36
C -0.24 -1.42 -0.88
H -0.38 3.18 0.56
H 1.44 -2.69 -0.27
H -1.26 -1.92 -0.93
H 1.66 -1.08 0.21
H -0.51 -1.70 -3.04
H 0.39 -2.02 1.00
H 0.40 -0.20 -2.53
H -1.00 1.61 0.06
H -1.90 2.43 1.20
H 0.46 2.67 2.49
H -0.60 1.22 2.80
H 1.14 -1.79 -2.57
H -0.76 -0.49 -0.59
H 0.94 1.24 1.82
*
```

## Properties
LUMO level, eV: 1.124
Orbital gap, eV: 11.8

Formally, the Mulliken partial charges of the atoms, in units of the elementary charge, are as follows:
1 C -0.773
2 C -1.134
3 C -0.730
4 C -0.993
5 C 0.272
6 H 0.292
7 H 0.389
8 H 0.272
9 H 0.272
10 H 0.330
11 H 0.299
12 H 0.253
13 H 0.176
14 H 0.225
15 H 0.311
16 H 0.277
17 H 0.272
18 H -0.210
19 H 0.201


Run b
Here is 2 unconnected molecules or ions with the total composition C5H14 from the Open Molecules 2025 dataset. Energies are from ωB97M-V/def2-TZVPD.

Structure (ORCA input):
```
! RIJCOSX wB97M-V def2-TZVPD def2/J DEFGRID3
* xyz 0 1
C -0.32 -0.41 0.88
C 0.03 -3.03 1.18
C 0.65 -1.65 1.48
C -0.27 2.75 -1.03
C -0.04 2.05 -2.33
H -0.95 1.46 -2.66
H 0.30 2.62 -3.25
H -1.22 3.33 -0.89
H 0.84 1.43 -2.09
H 0.83 -1.16 2.49
H -0.71 -3.21 1.87
H 0.39 3.73 -1.09
H 0.26 0.54 0.96
H -0.19 2.26 0.00
H 1.52 -1.55 0.93
H -0.34 -3.05 0.07
H -0.43 -0.47 -0.20
H 0.69 -3.78 1.46
H -1.25 -0.47 1.39
*
```

## Properties
LUMO level, eV: 1.135
Orbital gap, eV: 11.9

Formally, the Mulliken partial charges of the atoms, in units of the elementary charge, are as follows:
1 C -1.091
2 C -1.142
3 C -0.421
4 C -0.679
5 C -0.696
6 H 0.207
7 H 0.329
8 H 0.266
9 H 0.218
10 H 0.306
11 H 0.356
12 H 0.234
13 H 0.234
14 H 0.164
15 H 0.341
16 H 0.258
17 H 0.331
18 H 0.381
19 H 0.403


What should be chosen as the most stable of them? Choose run a.


Run a
Here is 2 unconnected molecules or ions with the total composition C5H14 from the Open Molecules 2025 dataset. Energies are from ωB97M-V/def2-TZVPD.

Structure (ORCA input):
```
! RIJCOSX wB97M-V def2-TZVPD def2/J DEFGRID3
* xyz 0 1
C -0.44 -2.60 1.66
C 0.67 -0.40 0.92
C -0.74 1.92 -1.25
C -0.02 2.63 -2.41
C 0.82 -1.90 1.19
H -0.12 1.96 -3.26
H 0.60 -0.09 -0.10
H -0.28 -3.60 2.10
H -0.83 -2.16 2.59
H 1.47 0.07 1.48
H -0.21 -0.08 1.51
H -0.48 3.60 -2.60
H 1.03 2.78 -2.15
H -0.84 2.53 -0.34
H -0.15 1.05 -1.06
H 1.56 -2.15 1.96
H 1.03 -2.49 0.27
H -1.71 1.50 -1.56
H -1.36 -2.57 1.05
*
```

## Properties
LUMO level, eV: 1.136
Orbital gap, eV: 12.2

Formally, the Mulliken partial charges of the atoms, in units of the elementary charge, are as follows:
1 C -1.336
2 C -0.961
3 C -0.322
4 C -0.924
5 C -0.115
6 H 0.259
7 H 0.068
8 H 0.360
9 H 0.350
10 H 0.355
11 H 0.375
12 H 0.304
13 H 0.296
14 H 0.319
15 H -0.117
16 H 0.249
17 H 0.214
18 H 0.301
19 H 0.324


Run b
Here is 2 unconnected molecules or ions with the total composition C5H14 from the Open Molecules 2025 dataset. Energies are from ωB97M-V/def2-TZVPD.

Structure (ORCA input):
```
! RIJCOSX wB97M-V def2-TZVPD def2/J DEFGRID3
* xyz 0 1
C 1.42 -1.41 -1.46
C 0.71 -1.64 -0.11
C 1.72 -1.65 1.04
C -1.24 1.72 0.08
C -2.45 2.57 0.50
H -3.33 2.02 0.16
H 1.21 -1.35 1.95
H 0.74 -1.45 -2.31
H -1.11 1.60 -0.99
H 0.15 -2.57 -0.13
H -2.47 2.81 1.56
H -1.37 0.74 0.55
H -2.62 3.48 -0.07
H 2.51 -0.90 0.86
H -0.05 -0.86 -0.06
H 2.00 -0.50 -1.42
H -0.31 2.15 0.46
H 2.14 -2.21 -1.63
H 2.33 -2.56 1.01
*
```

## Properties
LUMO level, eV: 1.100
Orbital gap, eV: 12.4

Formally, the Mulliken partial charges of the atoms, in units of the elementary charge, are as follows:
1 C -1.317
2 C 0.429
3 C -1.130
4 C -0.694
5 C -1.006
6 H 0.293
7 H 0.315
8 H 0.336
9 H 0.332
10 H 0.285
11 H 0.289
12 H 0.152
13 H 0.308
14 H 0.290
15 H -0.242
16 H 0.334
17 H 0.300
18 H 0.377
19 H 0.350


Run c
Here is 2 unconnected molecules or ions with the total composition C5H14 from the Open Molecules 2025 dataset. Energies are from ωB97M-V/def2-TZVPD.

Structure (ORCA input):
```
! RIJCOSX wB97M-V def2-TZVPD def2/J DEFGRID3
* xyz 0 1
C -0.71 1.10 2.96
C 0.78 0.81 3.05
C -0.46 -0.59 -1.77
C 0.46 0.57 -2.11
C -0.12 -1.96 -2.33
H 1.09 0.84 4.10
H -1.03 1.12 1.92
H 0.81 -2.32 -1.86
H 1.41 1.42 2.41
H 0.11 -2.01 -3.39
H 0.06 1.49 -1.68
H 1.00 -0.26 2.86
H 0.66 0.74 -3.16
H 1.43 0.35 -1.61
H -1.37 0.68 3.70
H -1.51 -0.41 -2.09
H -0.96 -2.62 -2.14
H -0.62 -0.66 -0.69
H -0.86 2.20 3.14
*
```

## Properties
LUMO level, eV: 1.033
Orbital gap, eV: 12.1

Formally, the Mulliken partial charges of the atoms, in units of the elementary charge, are as follows:
1 C -0.773
2 C -0.838
3 C -0.058
4 C -1.058
5 C -1.166
6 H 0.315
7 H 0.199
8 H 0.299
9 H 0.278
10 H 0.312
11 H 0.294
12 H 0.252
13 H 0.342
14 H 0.277
15 H 0.319
16 H 0.284
17 H 0.319
18 H 0.153
19 H 0.251


What should be chosen as the most stable of them? Choose run b.